No. 1
ORCA calculation (ωB97M-V/def2-TZVPD) on a cluster of 16 separate species, C60H162N10O23 in total.

As for the HOMO energy: -8.5 eV. Its gap between HOMO and LUMO is 0.31566 Ha. As for the LUMO energy: 0.1 eV.

```
255
Properties=species:S:1:pos:R:3:forces:R:3:lowdin_charge:R:1
O -6.234 7.704 1.380 -0.924 -0.372 0.359 -0.196
O -5.866 -0.705 -3.201 1.604 -1.916 -0.303 -0.116
O 5.869 -7.195 -3.918 -0.327 0.458 -0.282 -0.121
O -1.248 0.849 -8.168 -0.669 0.694 1.614 -0.219
O 5.987 9.441 3.668 0.546 1.269 0.142 -0.195
O -4.180 5.886 -4.693 0.065 0.174 0.785 -0.131
O 0.869 7.390 1.745 -0.308 0.062 -0.646 -0.191
O -3.144 -11.413 -7.904 -1.059 0.255 -0.164 -0.184
O -6.123 -11.713 5.377 0.707 -0.551 0.487 -0.192
O -6.026 1.099 -7.926 -0.731 1.048 -1.210 -0.191
O 7.177 2.796 1.447 1.381 0.696 -0.833 -0.174
O -4.033 -8.656 2.491 0.534 -1.179 -0.427 -0.193
O -5.624 0.727 3.624 0.686 -0.022 -0.031 -0.143
O 0.456 1.600 -0.998 -0.840 -0.096 0.650 -0.201
O 7.716 -2.190 2.569 0.816 0.193 -1.046 -0.195
O -1.940 -6.490 -6.190 0.436 -0.489 0.608 -0.222
O -8.510 11.326 1.842 -0.538 0.093 -1.369 -0.200
O -7.579 -4.005 -1.449 -0.047 -0.478 0.297 -0.098
O 2.920 -7.491 3.538 -0.608 -0.419 -0.105 -0.206
O 9.579 12.226 8.545 0.368 0.140 1.425 -0.199
O -0.610 -3.122 -0.722 0.512 0.976 0.499 -0.209
O 0.130 -0.065 3.887 -0.072 1.084 0.382 -0.129
O 4.344 -1.299 -3.076 -1.130 -0.622 -0.727 -0.180
N 4.295 -10.777 2.462 1.144 -0.659 0.031 0.023
N -4.709 -11.428 3.099 0.151 -0.963 -0.002 -0.046
N 7.899 11.119 5.528 0.389 1.043 -0.194 -0.086
N -1.065 -0.270 0.345 -0.625 0.852 -0.254 -0.060
N -5.905 10.489 1.769 -0.263 1.120 0.064 -0.067
N -3.597 0.522 -6.194 -0.645 0.541 0.368 -0.076
N 9.301 2.742 -0.684 -0.669 0.166 -0.060 0.030
N -2.469 -9.608 -5.514 1.702 -0.100 -0.355 -0.070
N 5.548 -2.175 -0.429 -2.503 -0.466 0.214 -0.068
N 2.085 6.413 4.158 -0.360 -0.014 -0.569 0.029
C 7.418 -2.341 1.187 -0.972 -0.003 0.245 -0.214
C 1.397 2.612 -1.248 0.044 0.064 -0.423 -0.116
C -4.782 1.060 4.749 -0.999 -0.398 -0.397 -0.141
C 7.218 3.755 -1.482 -0.238 -0.508 1.271 -0.057
C 0.778 7.070 4.088 1.166 0.198 1.125 -0.420
C -2.775 -8.340 -4.892 -0.487 -0.007 0.523 -0.217
C -3.889 6.293 -3.338 -0.017 -0.350 -0.620 -0.149
C -3.492 -9.770 1.732 -0.325 -1.058 0.841 -0.184
C 0.004 -4.354 -0.461 -0.612 -0.344 -0.349 -0.130
C -1.757 -7.178 -4.922 -1.576 -0.361 -1.347 -0.177
C -4.995 9.723 0.964 -0.469 -0.655 -0.240 -0.216
C -3.397 -11.041 2.622 -0.192 1.500 -0.391 -0.237
C -1.697 1.066 0.128 2.577 0.128 -0.617 -0.163
C 6.609 11.451 4.914 1.383 -1.984 -0.289 -0.187
C -3.900 -0.175 -7.426 0.019 0.488 -0.680 -0.203
C 6.291 3.051 2.475 -2.086 -0.382 0.557 -0.145
C 4.303 -1.411 -0.695 -0.380 -1.737 -0.339 -0.201
C 3.676 -6.502 2.896 0.328 -0.515 -0.215 -0.113
C 9.475 11.658 7.267 -0.139 0.482 0.186 -0.247
C -2.168 0.653 -5.888 -0.275 0.884 -1.002 -0.168
C 6.026 -1.714 0.881 2.472 -0.145 -1.592 -0.202
C -7.379 0.963 -8.476 0.816 0.325 1.156 -0.074
C -4.939 8.264 1.479 0.224 0.004 -0.514 -0.210
C -0.369 1.431 -9.050 0.979 -0.491 -1.410 -0.154
C 0.611 8.081 0.539 0.130 0.171 -0.275 -0.111
C 10.913 12.368 9.070 -0.523 -0.185 -1.154 -0.087
C -2.037 -1.304 0.059 0.641 -1.814 1.186 -0.205
C -6.849 -5.056 -0.862 1.355 -0.777 0.819 -0.192
C 0.302 -1.311 4.502 -0.390 -0.645 -0.530 -0.180
C 2.304 -9.762 1.609 -1.040 0.416 0.327 -0.066
C -3.020 -12.436 -8.854 0.665 -0.334 0.158 -0.118
C 4.914 -6.152 -3.705 0.034 0.076 -0.004 -0.165
C -1.906 -10.850 -7.589 0.248 0.960 0.340 -0.249
C -4.611 -12.679 3.857 -0.511 0.640 -0.731 -0.224
C -1.469 -2.724 0.357 -0.141 0.265 -1.358 -0.192
C -5.382 -0.137 -7.822 -0.772 -1.924 0.784 -0.248
C 0.717 7.756 5.445 -1.459 0.115 0.991 -0.090
C -9.811 11.716 2.233 0.438 0.568 1.393 -0.106
C -6.372 6.405 1.948 0.145 -0.128 0.056 -0.106
C -7.480 12.301 1.933 0.347 -0.007 0.442 -0.224
C 3.668 -9.510 2.252 -0.926 0.885 0.093 -0.450
C 8.238 -0.911 2.878 -0.224 -0.345 1.063 -0.110
C -6.287 11.778 1.131 -0.369 -0.989 1.270 -0.187
C 3.566 -1.813 -2.008 1.217 0.273 1.681 -0.220
C 7.995 3.896 1.024 -0.404 1.018 0.158 -0.197
C -3.426 -8.413 3.774 -0.607 0.389 -0.822 -0.104
C 0.646 8.107 2.939 0.188 -1.161 0.767 -0.200
C 5.672 8.925 2.410 0.251 -1.008 -0.448 -0.152
C -1.344 1.566 -6.912 -0.865 -2.267 0.497 -0.151
C 3.880 -1.815 -4.329 0.937 0.838 -0.359 -0.101
C -0.873 -5.638 -6.563 -0.369 -0.423 0.135 -0.116
C -7.282 -11.714 6.154 -1.184 -0.243 0.076 -0.121
C -5.886 -12.889 4.613 0.126 0.092 0.378 -0.225
C 8.361 3.879 -0.460 0.686 -1.049 -0.453 -0.412
C 8.024 11.720 6.835 0.249 -0.343 0.377 -0.231
C -2.078 -9.489 -6.907 -0.378 -1.174 -0.461 -0.210
C 6.570 10.784 3.535 -1.692 -0.293 0.094 -0.184
C -0.494 2.076 -0.034 -1.137 -0.836 0.485 -0.206
C 3.560 -8.766 3.609 -0.921 0.552 0.021 -0.179
C -6.711 0.283 -2.803 -0.939 1.141 0.312 -0.206
H 1.826 -10.583 2.143 -0.070 -0.154 0.065 0.073
H -2.862 -12.078 -9.872 -0.095 0.384 -0.145 0.085
H 1.587 -8.943 1.670 0.194 0.358 0.089 0.071
H 0.076 6.240 4.008 -0.520 0.418 -0.137 0.141
H 4.278 -11.254 1.572 0.299 -0.271 -0.122 0.073
H 5.386 -5.171 -3.663 0.177 0.029 0.437 0.068
H -6.517 1.022 3.819 0.023 -0.008 0.075 0.064
H 5.849 10.958 5.520 -0.761 0.479 -0.102 0.119
H -4.293 7.635 0.866 0.461 0.176 -0.265 0.111
H -1.345 -11.549 -6.968 0.267 -0.036 0.172 0.125
H -0.270 -0.200 3.025 0.002 -0.056 -0.281 0.046
H 0.659 1.329 -8.702 0.269 0.206 0.132 0.085
H -0.778 -5.076 -0.227 -0.144 -0.469 -0.203 0.080
H -2.836 -8.966 -7.489 -0.100 0.356 -0.244 0.123
H 7.409 -0.218 3.024 0.121 0.343 -0.010 0.078
H -5.450 12.476 1.113 -0.031 0.060 0.171 0.118
H -5.120 -10.790 3.764 0.168 0.615 -0.250 0.093
H 0.898 3.402 -1.810 0.008 0.575 0.340 0.085
H -5.765 5.653 1.444 0.440 0.101 -0.165 0.081
H 1.443 8.556 5.593 -0.185 0.362 -0.521 0.079
H -7.684 -12.690 6.428 0.410 -0.561 -0.270 0.082
H -2.860 -1.160 0.759 -0.332 -0.007 -0.226 0.120
H 1.023 7.551 -0.319 0.006 -0.545 0.298 0.083
H 6.506 12.536 4.879 -0.091 -0.146 -0.098 0.121
H 4.622 -6.402 3.429 0.188 0.519 0.041 0.089
H -6.634 11.616 0.110 0.008 0.029 -0.375 0.114
H 10.927 12.956 9.988 -0.418 0.069 -0.223 0.085
H -2.082 -6.485 -4.146 0.407 0.041 0.296 0.115
H 5.890 11.361 2.909 -0.214 0.060 -0.228 0.108
H 1.820 2.934 -0.296 0.160 0.422 -0.102 0.091
H -4.508 -13.546 3.204 0.295 0.024 -0.229 0.121
H -0.301 8.061 5.686 -0.071 0.851 -0.295 0.072
H 7.419 -3.414 0.997 -0.403 -0.060 0.023 0.118
H -5.128 5.987 -4.812 -0.026 0.005 -0.154 0.065
H 3.100 -5.578 2.849 0.122 -0.066 0.245 0.089
H -1.128 -8.984 -7.077 -0.017 0.276 0.607 0.116
H -3.744 0.809 4.532 -0.150 0.212 -0.306 0.073
H 6.592 3.400 3.463 1.127 0.094 -0.126 0.089
H -2.287 1.351 0.999 -0.197 0.014 -0.229 0.116
H -3.479 -9.227 4.497 -0.316 -0.209 -0.128 0.071
H 7.515 10.746 2.992 0.291 -0.102 0.390 0.121
H 8.189 -1.947 0.525 0.247 0.387 0.142 0.113
H 5.437 -1.935 1.771 -0.693 -0.196 -0.577 0.128
H -0.355 -0.317 -0.372 0.423 -0.162 0.024 0.091
H -2.722 -10.746 3.425 0.391 -0.620 0.335 0.093
H -6.003 -5.426 -1.440 -0.271 -0.088 -0.871 0.070
H -6.995 0.834 -3.699 -0.692 0.412 0.257 0.080
H -3.801 7.377 -3.265 0.061 0.055 0.019 0.071
H -0.628 -1.875 4.435 -0.059 -0.359 -0.002 0.072
H 10.061 12.246 6.561 0.296 -0.161 -0.249 0.122
H 2.180 5.834 3.336 0.572 0.150 -0.259 0.064
H 5.480 3.722 2.193 0.033 0.470 -0.404 0.083
H 1.102 9.052 0.467 0.015 0.326 0.480 0.083
H -2.965 -8.593 -3.849 -0.049 0.277 0.216 0.112
H -2.076 1.056 -4.880 0.032 0.346 -0.054 0.102
H 0.902 7.141 6.326 0.353 -0.834 -0.526 0.075
H 2.898 -9.315 4.278 -0.107 -0.382 -0.107 0.125
H 11.494 12.853 8.286 0.372 0.264 0.154 0.079
H -1.869 2.509 -7.063 0.030 0.166 0.041 0.120
H 5.756 2.121 2.665 0.176 -0.251 0.019 0.083
H 0.519 -1.242 5.568 0.296 0.429 -0.185 0.079
H -5.089 0.430 5.585 0.087 0.230 0.341 0.072
H -7.266 12.402 2.997 0.523 0.007 0.172 0.121
H -10.557 10.929 2.123 0.438 -0.149 -0.488 0.088
H -6.775 9.977 1.747 -0.188 -0.309 0.418 0.087
H -4.919 2.119 4.965 0.387 -0.013 0.304 0.074
H 4.473 -8.635 4.191 0.615 -0.274 -0.537 0.122
H 4.029 -2.887 -4.455 -0.400 -0.278 0.532 0.073
H 4.245 -8.922 1.539 0.378 0.002 0.183 0.126
H -7.168 -11.237 7.127 0.409 0.492 -0.292 0.087
H 0.516 -4.634 -1.382 0.129 -0.158 0.222 0.088
H -8.015 0.436 -7.765 0.068 -0.284 0.180 0.081
H -3.760 -12.634 4.536 0.146 -0.228 0.335 0.119
H -9.769 11.924 3.302 -0.152 0.005 0.433 0.080
H 0.663 -4.399 0.406 0.379 0.529 0.037 0.081
H 5.271 7.914 2.479 -0.267 0.030 0.587 0.079
H 2.869 -1.484 -4.565 -0.226 -0.272 0.232 0.088
H -0.928 -2.800 1.300 -0.044 0.231 0.210 0.114
H -5.418 9.739 -0.040 0.229 -0.568 -0.639 0.108
H -7.695 13.317 1.602 -0.796 -0.027 -0.439 0.117
H 7.594 3.720 -2.504 -0.072 0.324 0.156 0.079
H 6.687 2.823 -1.286 0.085 -0.293 -0.113 0.067
H -0.441 0.852 -9.971 0.087 -0.134 -0.068 0.089
H -3.727 -8.034 -5.327 -0.135 0.953 0.117 0.118
H 11.399 11.416 9.285 -0.186 -0.320 -0.019 0.080
H 8.916 4.781 -0.721 0.018 0.251 0.416 0.130
H -3.885 -13.100 -8.856 0.017 0.154 0.260 0.089
H -1.799 -0.368 -5.796 0.459 0.039 -0.440 0.113
H 7.424 11.145 7.539 -0.226 0.249 0.533 0.122
H 0.038 -6.220 -6.697 0.243 -0.007 -0.119 0.080
H 6.104 -2.008 -1.255 0.959 0.163 0.531 0.105
H -7.551 -0.186 -2.290 -0.247 0.149 -0.276 0.083
H -4.042 1.411 -6.372 0.248 0.661 0.720 0.099
H 2.723 7.196 4.148 0.838 -0.328 -0.247 0.063
H -3.348 0.289 -8.243 0.061 -0.251 -0.242 0.103
H -2.109 -12.970 -8.583 -0.040 -0.709 -0.192 0.081
H -0.846 3.080 -0.272 -0.192 0.064 -0.477 0.112
H 2.326 -10.042 0.556 0.463 -0.077 -0.024 0.076
H -0.453 8.214 0.347 -0.207 0.058 0.195 0.081
H -5.529 -0.720 -8.730 0.418 0.086 -0.533 0.115
H 8.019 10.126 5.669 -0.302 -0.221 -0.444 0.114
H 8.768 -1.065 3.817 -0.108 0.315 0.157 0.087
H -2.245 1.060 -0.814 -0.522 0.108 0.072 0.108
H 4.210 -6.032 -4.528 0.078 -0.670 -0.229 0.071
H 7.587 4.881 1.254 -1.014 0.018 0.078 0.115
H -0.536 2.457 -9.379 -0.406 0.372 0.559 0.088
H -6.305 -4.838 0.058 -0.274 0.974 0.466 0.066
H -0.322 8.595 3.049 -0.370 -0.019 -0.539 0.123
H -3.282 -10.203 -5.440 -0.016 -0.074 -0.069 0.111
H -3.513 -1.183 -7.277 -0.482 -0.350 -0.528 0.126
H -4.562 8.180 2.498 -0.058 0.329 0.279 0.118
H -0.744 -7.552 -4.767 0.196 0.163 -0.083 0.122
H -2.551 -9.528 1.238 0.395 0.213 0.416 0.109
H -5.204 -0.330 -3.786 0.192 -0.101 -0.190 0.063
H 1.408 8.879 3.046 0.236 0.191 0.148 0.122
H -2.998 -11.893 2.071 0.259 0.183 -0.116 0.122
H -2.386 -1.343 -0.973 -0.237 0.281 -0.163 0.120
H 4.344 -6.372 -2.802 -0.038 0.290 0.113 0.074
H -2.375 -8.133 3.696 0.106 0.184 -0.163 0.087
H 4.520 -0.345 -0.634 -0.302 0.362 -0.341 0.109
H 6.570 8.755 1.815 0.260 0.455 -0.319 0.083
H -6.260 0.964 -2.080 0.149 0.277 0.098 0.073
H -7.416 -5.929 -0.538 -0.747 0.290 -0.663 0.078
H -6.000 -0.697 -7.119 0.216 -0.432 0.655 0.114
H 8.907 3.955 1.618 0.395 -0.557 0.019 0.118
H 6.105 -0.641 0.708 0.297 0.528 1.086 0.102
H 8.970 -0.488 2.189 -0.129 -0.270 -0.508 0.085
H -6.742 -13.086 3.967 -0.023 0.039 -0.263 0.129
H -4.651 5.949 -2.639 -0.069 -0.026 0.012 0.072
H 3.915 -6.812 1.878 0.035 0.163 -0.270 0.075
H -4.036 10.234 0.875 0.293 -0.338 0.374 0.117
H -5.689 -13.783 5.204 -0.458 -0.036 0.639 0.121
H -2.945 5.822 -3.063 -0.009 0.129 -0.030 0.073
H -1.169 -5.180 -7.507 0.131 0.037 0.073 0.088
H -8.085 -11.255 5.577 -0.177 0.370 0.158 0.089
H 7.680 12.755 6.835 -0.002 0.008 -0.082 0.124
H -6.943 -3.349 -1.743 0.019 0.135 -0.089 0.069
H -10.178 12.655 1.818 0.157 -0.038 -0.684 0.083
H -7.382 5.998 1.890 -0.274 0.726 -0.426 0.084
H -2.262 -3.471 0.308 -0.494 0.089 0.571 0.115
H -7.446 0.434 -9.427 0.489 0.033 -0.122 0.083
H 1.084 -1.836 3.954 0.184 -0.447 0.401 0.073
H -0.351 1.725 -6.491 0.204 0.193 -0.089 0.110
H 3.613 -1.663 0.111 -0.093 0.162 0.170 0.112
H 6.668 -6.916 -3.466 0.067 -0.159 -0.016 0.069
H -1.322 -10.619 -8.480 0.039 -0.317 -0.428 0.117
H -4.037 -7.583 4.128 0.380 0.043 0.320 0.091
H -6.149 6.362 3.014 0.379 0.348 0.161 0.084
H -0.082 2.183 0.970 0.714 -0.190 0.054 0.114
H -0.683 -4.867 -5.816 -0.029 0.188 0.114 0.080
H 2.534 -1.494 -1.867 -0.190 0.918 -0.798 0.112
H 6.450 4.502 -1.285 0.191 0.393 -0.424 0.075
H 2.192 2.285 -1.918 -0.019 -0.545 0.236 0.087
H 9.782 10.613 7.266 0.367 -0.189 -0.060 0.123
H 4.944 9.508 1.845 0.019 0.383 0.017 0.084
H 3.439 -2.891 -2.100 0.543 -0.359 0.121 0.112
H -4.136 -10.102 0.918 -0.669 0.875 0.089 0.112
H 4.520 -1.400 -5.108 0.081 0.310 0.101 0.084
H 3.714 -11.347 3.060 -0.107 -0.059 0.271 0.071
H 9.990 2.762 0.055 0.462 0.254 0.038 0.058
H -7.813 1.958 -8.563 0.376 0.036 -0.148 0.083
H 8.738 1.956 -0.392 -0.093 -0.691 -0.287 0.053
```
Forces are in eV/Å.


No. 2
ORCA calculation (ωB97M-V/def2-TZVPD) on a structure of composition C20H22N5O2RuS.

As for the HOMO energy (spin up / spin down): -17.0 / -17.0 eV. Its gap between HOMO and LUMO (spin up / spin down) is 0.18322 / 0.18285 Ha. Its net charge is +3. As for the LUMO energy (spin up / spin down): -12.0 / -12.0 eV. As for the energy above the lowest of the compared OMol25 structures with the same formula, charge and spin: 230.0 kJ/mol.

```
51
Properties=species:S:1:pos:R:3:forces:R:3:lowdin_charge:R:1
Ru 0.472 0.056 -0.113 -3.683 2.686 1.952 1.363
S -1.311 0.372 -3.065 -0.008 -0.242 -1.135 1.034
O 0.509 2.204 -0.783 -0.541 -1.542 -0.316 0.079
O -1.089 -0.262 -1.678 1.343 -0.405 2.279 -0.619
N 1.246 -1.823 -0.642 -0.434 0.384 -0.420 -0.031
N 0.033 1.475 1.834 0.339 -0.735 -0.897 0.091
N -0.106 -0.610 2.827 -0.231 0.336 1.081 0.099
N 0.138 -1.111 1.632 1.483 -0.882 -2.260 -0.083
N 0.070 3.379 3.169 -0.029 0.148 -0.370 0.175
C 0.287 2.515 6.733 -0.122 -0.127 0.001 0.006
C 0.361 -2.379 1.478 -0.200 0.285 0.473 0.033
C 0.238 3.291 5.594 -0.002 0.198 -0.199 0.028
C -0.040 1.266 4.277 0.022 0.624 -0.002 -0.077
C 1.183 -4.147 -0.044 -0.108 0.318 0.237 0.057
C 1.833 -2.155 -1.790 0.056 0.184 -0.055 -0.073
C 0.910 -2.813 0.225 0.267 -0.439 -0.375 -0.232
C 2.491 1.768 -2.128 0.318 0.048 -0.283 0.028
C -0.068 0.682 2.964 -0.043 -0.801 -0.172 -0.243
C -0.026 0.500 5.450 -0.029 0.016 -0.026 0.023
C 1.373 1.510 -1.215 1.672 -0.191 -0.574 -0.365
C 0.045 2.785 1.994 0.108 0.393 -0.065 -0.089
C 1.794 -4.485 -1.244 0.024 0.128 -0.186 0.031
C 0.141 1.123 6.666 0.013 0.047 -0.015 -0.004
C -1.100 -0.975 -4.286 0.047 0.241 0.080 -0.298
C -2.054 -0.561 -5.394 -0.049 0.039 -0.165 -0.213
C 2.117 -3.470 -2.131 0.029 -0.239 0.120 0.019
C -3.371 -0.078 -4.756 -0.061 0.009 -0.283 -0.188
C 0.087 2.669 4.361 -0.086 -0.836 0.556 -0.146
C -3.119 0.344 -3.306 -0.035 0.181 0.233 -0.265
H 2.587 -3.689 -3.079 0.040 0.044 -0.008 0.137
H 0.425 2.990 7.695 -0.006 0.020 0.002 0.136
H 0.099 4.391 3.214 -0.045 0.000 -0.103 0.193
H -1.381 -1.905 -3.789 -0.071 0.070 0.104 0.113
H 2.093 -1.346 -2.458 -0.064 -0.014 -0.016 0.112
H 0.930 -4.900 0.690 -0.012 -0.017 -0.004 0.145
H 2.231 2.580 -2.811 -0.041 0.033 0.072 0.127
H 2.806 0.890 -2.686 -0.104 -0.080 0.098 0.091
H -4.126 -0.861 -4.780 0.059 -0.032 0.121 0.130
H 0.166 0.541 7.576 -0.009 -0.021 -0.010 0.132
H 0.039 3.414 1.113 0.036 0.052 0.075 0.146
H -0.139 -0.572 5.376 0.028 -0.014 0.047 0.127
H -3.516 1.328 -3.065 0.065 0.006 0.064 0.104
H -3.487 -0.377 -2.576 0.073 -0.022 0.045 0.109
H -3.774 0.748 -5.338 0.003 0.038 0.081 0.126
H 3.349 2.089 -1.524 -0.060 0.011 0.083 0.134
H 2.013 -5.520 -1.473 0.009 0.002 -0.034 0.144
H -1.601 0.239 -5.982 -0.019 -0.016 0.004 0.125
H -2.230 -1.390 -6.078 0.078 -0.010 0.030 0.135
H 0.219 -3.066 2.306 -0.106 0.049 0.031 0.166
H 0.319 4.369 5.661 0.037 0.019 -0.010 0.136
H -0.067 -1.027 -4.625 0.046 0.055 0.113 0.095
```
Forces are in eV/Å.


The calculation returns the following energy values, one per record and in order: -126821.7303, -46030.3623 eV.